Molecular formula: C11H24F9O13S7Zn
Method: DFT, wB97M-V/def2-TZVPD

As for the HOMO energy: -6.029 eV. Its spin multiplicity is 1. As for the energy above the lowest of the compared OMol25 structures with the same formula, charge and spin: 7.4 kcal/mol. Its total charge is -1. The calculation puts the frontier orbital gap at 7.56 eV.

XYZ file:
```
65
C11H24F9O13S7Zn wB97M-V/def2-TZVPD
Zn -0.28163 -0.06644 -0.18789
C -3.63734 -2.85958 1.38379
F -3.22619 -2.67745 2.65830
F -2.80052 -3.80564 0.87241
F -4.88864 -3.24265 1.35691
S -3.39338 -1.26681 0.39771
O -3.78782 -1.61914 -0.93667
O -4.23856 -0.34666 1.12432
O -1.94202 -0.99962 0.44876
C 0.38599 -3.65767 -2.60509
F 1.66879 -3.48520 -2.24049
F 0.39239 -4.51242 -3.63725
F -0.22821 -4.23092 -1.55581
S -0.43646 -1.99107 -3.05113
O -0.32098 -1.17482 -1.81405
O 0.42447 -1.55496 -4.11943
O -1.82409 -2.27068 -3.38251
C -1.43559 2.60769 -3.55293
F -0.84966 3.68986 -3.02804
F -2.23138 2.89912 -4.58642
F -0.47383 1.78707 -3.99332
S -2.61273 1.66758 -2.30694
O -3.24370 0.63050 -3.10460
O -1.66227 1.14727 -1.30899
O -3.50336 2.71129 -1.83647
C 1.39931 3.19706 -0.34438
S 2.33645 1.84563 -1.17815
O 1.37149 0.65595 -1.07068
C 2.26878 2.42995 -2.92256
H 0.36306 3.26472 -0.67742
H 1.83686 4.16407 -0.60898
H 1.40296 3.10033 0.73782
H 2.39925 1.58193 -3.59190
H 3.19209 3.00634 -3.00554
H 1.33244 2.96099 -3.05423
C 3.94343 1.77543 2.43566
S 3.01566 0.21920 2.17468
O 1.78487 0.59908 1.40124
C 4.29313 -0.45818 1.03848
H 3.27448 2.27154 3.14085
H 4.08775 2.29977 1.49357
H 4.87722 1.65275 2.98433
H 4.07947 -0.00082 0.07227
H 4.10964 -1.52661 0.94949
H 5.27280 -0.16055 1.40214
C 0.28341 -2.72497 2.83807
S 0.22886 -2.97089 0.99473
O 0.68143 -1.59938 0.54261
C 1.71464 -3.96358 0.91442
H -0.11389 -1.72115 2.96911
H 1.32591 -2.80279 3.13775
H -0.33484 -3.49388 3.29954
H 1.51077 -4.95641 1.31538
H 2.58473 -3.52313 1.40203
H 1.97561 -4.02637 -0.14284
C -2.12466 1.48097 3.26219
S -1.25286 2.48377 1.98268
O -0.69454 1.39197 1.12548
C -2.69462 2.97690 0.98177
H -2.91791 0.88524 2.81237
H -2.54527 2.13230 4.03237
H -1.32922 0.92877 3.76009
H -3.07097 2.06314 0.52762
H -2.34905 3.67464 0.22096
H -3.37194 3.50766 1.65276
```



Molecular formula: C11H24FNO4S
Method: DFT, wB97M-V/def2-TZVPD

As for the HOMO energy: -9.690 eV. The SMILES is CCC[C@@H](C)NS(=O)(=O)F.CC(C)=O.CC(C)=O. Its spin multiplicity is 1. Its total charge is 0. The calculation puts the frontier orbital gap at 10.33 eV.

XYZ file:
```
42
C11H24FNO4S wB97M-V/def2-TZVPD
C -3.01714 -2.44146 2.48850
C -2.93474 -0.97886 2.93948
C -1.53611 -0.36630 2.84504
C -1.13080 0.28902 1.50127
C -0.40777 -0.70374 0.59359
N -2.27538 1.01952 0.89284
S -2.92006 0.69570 -0.55251
O -2.01088 0.76070 -1.64330
O -4.15311 1.38784 -0.65376
F -3.24765 -0.81197 -0.33023
H -2.87811 -2.54661 1.41261
H -4.00882 -2.83829 2.71311
H -2.26571 -3.04292 3.00155
H -3.22747 -0.96715 3.99363
H -3.67296 -0.37160 2.41557
H -1.45716 0.41228 3.61016
H -0.78633 -1.11616 3.10631
H -0.39572 1.05362 1.74336
H -0.03615 -0.26240 -0.32334
H -1.00679 -1.59521 0.40489
H 0.46838 -1.04636 1.14371
H -2.18556 2.02527 0.96466
C 4.13914 -1.96787 -1.88085
C 2.68013 -1.71487 -1.58300
O 2.33035 -0.99903 -0.67497
C 1.67515 -2.40096 -2.47801
H 4.75619 -1.42147 -1.17158
H 4.35825 -3.03412 -1.80436
H 4.37657 -1.64120 -2.89474
H 1.80234 -3.48349 -2.42293
H 1.82192 -2.09057 -3.51397
H 0.66671 -2.13962 -2.16503
C 2.39480 4.04746 -0.48860
C 1.42733 2.90434 -0.68020
O 1.00571 2.26791 0.25719
C 1.01294 2.58810 -2.09534
H 2.61283 4.16954 0.56965
H 3.32192 3.84632 -1.02769
H 1.96405 4.97105 -0.87889
H 1.89187 2.33444 -2.69117
H 0.53073 3.45687 -2.54733
H 0.31708 1.75229 -2.09535
```



Molecular formula: C11H24N5O2S2
Method: DFT, wB97M-V/def2-TZVPD

As for the HOMO energy: -12.230 eV. Its spin multiplicity is 1. Its total charge is +1. The calculation puts the frontier orbital gap at 8.89 eV.

XYZ file:
```
44
C11H24N5O2S2 wB97M-V/def2-TZVPD
C -0.81138 -1.43272 2.20954
C 0.62977 -1.18622 1.75400
C 0.78598 -0.85950 0.22910
N -0.46344 -0.53926 -0.46654
C -0.62499 0.86385 -0.78181
S -2.17724 0.96412 -1.80615
C -0.87211 1.65559 0.52456
N -0.14408 2.96296 0.60197
C 1.30276 2.69689 0.24241
N 2.01103 3.95940 0.51222
C 2.49959 3.96691 1.63699
S 2.92459 3.98844 3.14077
C 1.30736 2.34696 -1.23498
C 2.73683 1.90711 -1.69960
N 3.72316 1.85605 -0.61911
O 0.39191 1.33713 -1.64731
H -1.52745 -0.72242 1.79309
H -1.11202 -2.42039 1.85568
H -0.85738 -1.34570 3.29615
H 1.28729 -2.02841 1.96691
H 1.05609 -0.33190 2.30420
H 1.55990 -0.09265 0.12158
H 1.19364 -1.75287 -0.25001
H -0.51363 -1.00116 -1.36554
H -2.90795 0.00788 -1.19783
H -1.93033 1.87605 0.64229
H -0.60233 1.07512 1.40979
H -0.49888 3.55584 -0.15381
H -0.22229 3.42525 1.50753
H 1.62988 1.89373 0.90419
H 1.07908 3.26663 -1.79136
H 3.04866 2.53714 -2.52928
H 2.61389 0.89577 -2.11042
H 3.48818 1.14266 0.06172
H 4.61247 1.55965 -1.00266
O -1.63994 -3.99070 0.54052
C -2.27801 -3.97160 -0.49574
N -1.67578 -3.73668 -1.69509
C -3.76624 -4.20845 -0.53780
H -2.17109 -3.72157 -2.56700
H -0.68092 -3.59222 -1.69786
H -4.26138 -3.45620 0.07411
H -3.97772 -5.19460 -0.12933
H -4.16547 -4.15594 -1.55010
```



Molecular formula: C11H24N8O15
Method: DFT, wB97M-V/def2-TZVPD

As for the HOMO energy: -9.765 eV. The SMILES is NCC1=C(N)C(=O)OC1=O.C[N+](=O)[O-].C[N+](=O)[O-].C[N+](=O)[O-].C[N+](=O)[O-].C[N+](=O)[O-].C[N+](=O)[O-]. Its spin multiplicity is 1. Its total charge is 0. The calculation puts the frontier orbital gap at 9.21 eV.

XYZ file:
```
58
C11H24N8O15 wB97M-V/def2-TZVPD
N 1.28475 -4.31776 -1.22678
C 1.14603 -2.94579 -1.74205
C 0.85675 -2.03307 -0.58610
C 1.69222 -1.33886 0.19313
N 3.05271 -1.00030 0.06325
C 0.96699 -1.11871 1.48426
O 1.37440 -1.13109 2.60189
O -0.39080 -1.21150 1.19983
C -0.51777 -1.78589 -0.05916
O -1.57937 -1.93952 -0.57218
H 0.35743 -4.67476 -1.00551
H 1.74130 -4.26544 -0.32056
H 0.34024 -2.92242 -2.47366
H 2.07366 -2.63542 -2.22481
H 3.65982 -1.80946 0.01209
H 3.20515 -0.41107 -0.74563
C -1.95789 0.00521 -2.98543
N -0.74246 -0.47033 -3.69690
O 0.34271 -0.33508 -3.15784
O -0.90840 -0.98812 -4.78104
H -1.65235 0.44831 -2.05059
H -2.43923 0.72975 -3.63573
H -2.59643 -0.86125 -2.84134
C -0.61215 2.89470 1.74814
N -0.14004 2.66191 0.35757
O 1.00764 2.30749 0.19207
O -0.94333 2.86232 -0.53564
H 0.21022 2.69113 2.42345
H -0.93998 3.93102 1.80956
H -1.45626 2.23185 1.91741
C -0.19293 6.55627 -0.13120
N -0.24771 7.00597 1.28733
O 0.41982 7.96160 1.61302
O -0.97227 6.37326 2.03630
H 0.48578 7.21113 -0.66440
H 0.15528 5.52678 -0.12689
H -1.19919 6.60863 -0.53641
C -1.70030 6.62410 -4.73985
N -1.70808 7.10925 -3.33186
O -1.03136 8.07670 -3.05462
O -2.39831 6.49132 -2.54374
H -1.04602 7.26846 -5.31399
H -1.35183 5.59569 -4.71947
H -2.72650 6.65922 -5.09338
C -0.37731 -7.65977 1.84601
N -0.32275 -6.32829 1.18334
O -1.17100 -6.05239 0.35888
O 0.57983 -5.59270 1.52608
H -1.23138 -8.19817 1.45402
H 0.56232 -8.15835 1.62726
H -0.45035 -7.47356 2.91418
C 1.56390 -3.42728 4.82715
N 1.08995 -4.77429 5.24754
O 0.51103 -4.86637 6.31150
O 1.30354 -5.69824 4.48966
H 1.27217 -2.71675 5.58999
H 2.64238 -3.48623 4.71240
H 1.10575 -3.20387 3.86946
```